Entry from the Open Molecules 2025 dataset: a cluster of 18 separate species, C21H30B2Cl51NO4P in total at a distorted geometry (ωB97M-V/def2-TZVPD).

## Properties
F_max: 1.85 eV/Å
HOMO-LUMO gap: 5.9 eV
total charge: -1
molar mass: 2221.175 g/mol
electronic energy: -681231.273 eV
LUMO energy: 1.40 eV

Each atom is followed by the atoms it is bonded to, with distances in Å.
CARTESIAN COORDINATES (ANGSTROEM)
1 C 5.564 -0.561 2.400  N2 1.489, H13 1.097, H14 1.089, H15 1.092
2 N 4.618 0.586 2.489  C1 1.489, C3 1.478, B4 1.456
3 C 5.392 1.822 2.254  N2 1.478, H16 1.099, H17 1.095, H18 1.089
4 B 3.519 0.412 1.550  N2 1.456, O5 1.395, C6 1.599
5 O 3.245 1.390 0.593  B4 1.395, H19 0.962
6 C 2.637 -0.922 1.590  B4 1.599, C7 1.584, O12 1.431, H20 1.098
7 C 1.615 -1.056 2.793  C6 1.584, O8 1.402, H21 1.096, H22 1.105
8 O 0.347 -1.160 2.205  C7 1.402, B9 1.462
9 B 0.455 -0.601 0.859  O8 1.462, P10 2.029, O12 1.463, H23 1.202
10 P -0.066 1.345 1.096  B9 2.029, O11 1.524, H24 1.424, H25 1.422
11 O -0.233 1.741 2.558  P10 1.524
12 O 1.817 -0.906 0.418  C6 1.431, B9 1.463
13 H 5.533 -1.024 1.406  C1 1.097
14 H 6.583 -0.224 2.583  C1 1.089
15 H 5.280 -1.323 3.129  C1 1.092
16 H 6.141 1.676 1.464  C3 1.099
17 H 5.896 2.080 3.191  C3 1.095
18 H 4.757 2.668 1.993  C3 1.089
19 H 3.656 1.145 -0.241  O5 0.962
20 H 3.259 -1.824 1.672  C6 1.098
21 H 1.742 -0.375 3.643  C7 1.096
22 H 1.787 -2.057 3.227  C7 1.105
23 H -0.375 -1.075 0.131  B9 1.202
24 H -1.311 1.523 0.428  P10 1.424
25 H 0.787 2.294 0.469  P10 1.422
26 C -3.543 -1.017 2.338  Cl27 1.772, Cl28 1.757, Cl29 1.779, H30 1.082
27 Cl -3.384 -1.975 0.856  C26 1.772
28 Cl -2.461 0.367 2.296  C26 1.757
29 Cl -5.231 -0.496 2.548  C26 1.779
30 H -3.270 -1.642 3.178  C26 1.082
31 C -6.446 2.971 0.546  Cl32 1.757, Cl33 1.773, Cl34 1.770, H35 1.083
32 Cl -4.794 2.384 0.678  C31 1.757
33 Cl -6.497 4.508 -0.336  C31 1.773
34 Cl -7.456 1.747 -0.237  C31 1.770
35 H -6.837 3.143 1.541  C31 1.083
36 C 6.576 2.412 6.387  Cl37 1.761, Cl38 1.767, Cl39 1.764, H40 1.082
37 Cl 5.206 2.351 7.492  C36 1.761
38 Cl 6.975 0.797 5.791  C36 1.767
39 Cl 6.237 3.511 5.050  C36 1.764
40 H 7.434 2.794 6.925  C36 1.082
41 C -9.832 -0.196 2.720  Cl42 1.769, Cl43 1.766, Cl44 1.759, H45 1.082
42 Cl -10.559 1.389 2.420  C41 1.769
43 Cl -10.582 -1.425 1.699  C41 1.766
44 Cl -8.093 -0.149 2.463  C41 1.759
45 H -10.017 -0.459 3.753  C41 1.082
46 C 0.238 -1.120 -3.563  Cl47 1.771, Cl48 1.773, Cl49 1.747, H50 1.082
47 Cl 1.553 -0.162 -4.261  C46 1.771
48 Cl 0.841 -2.722 -3.101  C46 1.773
49 Cl -0.454 -0.307 -2.180  C46 1.747
50 H -0.525 -1.251 -4.319  C46 1.082
51 C -2.641 5.961 1.135  Cl52 1.772, Cl53 1.753, Cl54 1.769, H55 1.083
52 Cl -1.340 6.974 0.487  C51 1.772
53 Cl -2.066 4.338 1.463  C51 1.753
54 Cl -3.333 6.691 2.590  C51 1.769
55 H -3.422 5.902 0.387  C51 1.083
56 C -0.285 -5.118 -0.652  Cl57 1.764, Cl58 1.777, Cl59 1.755, H60 1.082
57 Cl 1.270 -5.095 0.180  C56 1.764
58 Cl -0.981 -6.753 -0.630  C56 1.777
59 Cl -1.389 -3.947 0.047  C56 1.755
60 H -0.114 -4.848 -1.686  C56 1.082
61 C 3.381 4.743 10.001  Cl62 1.766, Cl63 1.765, Cl64 1.764, H65 1.082
62 Cl 5.089 4.322 10.157  C61 1.766
63 Cl 3.198 6.310 9.211  C61 1.765
64 Cl 2.496 3.496 9.123  C61 1.764
65 H 2.962 4.815 10.996  C61 1.082
66 C -7.418 4.196 -4.578  Cl67 1.754, Cl68 1.767, Cl69 1.778, H70 1.082
67 Cl -7.299 3.009 -3.292  C66 1.754
68 Cl -6.249 5.498 -4.340  C66 1.767
69 Cl -7.191 3.450 -6.177  C66 1.778
70 H -8.411 4.625 -4.552  C66 1.082
71 C -2.072 8.974 -2.647  Cl72 1.760, Cl73 1.767, Cl74 1.765, H75 1.083
72 Cl -0.382 8.480 -2.625  C71 1.760
73 Cl -2.271 10.508 -3.501  C71 1.767
74 Cl -3.081 7.720 -3.368  C71 1.765
75 H -2.392 9.114 -1.622  C71 1.083
76 C -11.577 -5.255 3.016  Cl77 1.763, Cl78 1.766, Cl79 1.764, H80 1.082
77 Cl -10.400 -4.537 4.115  C76 1.763
78 Cl -12.233 -6.748 3.692  C76 1.766
79 Cl -12.871 -4.113 2.648  C76 1.764
80 H -11.070 -5.498 2.092  C76 1.082
81 C -6.124 -0.818 -4.241  Cl82 1.769, Cl83 1.764, Cl84 1.765, H85 1.082
82 Cl -6.696 -0.599 -2.581  C81 1.769
83 Cl -6.474 0.613 -5.210  C81 1.764
84 Cl -4.397 -1.180 -4.255  C81 1.765
85 H -6.649 -1.659 -4.673  C81 1.082
86 C 1.668 -5.118 -6.546  Cl87 1.766, Cl88 1.764, Cl89 1.766, H90 1.082
87 Cl 3.253 -5.614 -5.946  C86 1.766
88 Cl 0.379 -5.758 -5.527  C86 1.764
89 Cl 1.571 -3.358 -6.658  C86 1.766
90 H 1.543 -5.522 -7.542  C86 1.082
91 C 5.034 -2.040 -4.067  Cl92 1.769, Cl93 1.766, Cl94 1.753, H95 1.084
92 Cl 6.419 -1.154 -4.718  C91 1.769
93 Cl 5.492 -3.691 -3.638  C91 1.766
94 Cl 4.339 -1.208 -2.689  C91 1.753
95 H 4.278 -2.100 -4.841  C91 1.084
96 C 6.894 -7.026 -6.639  Cl97 1.769, Cl98 1.765, Cl99 1.759, H100 1.083
97 Cl 8.326 -6.193 -7.258  C96 1.769
98 Cl 7.291 -8.689 -6.199  C96 1.765
99 Cl 6.209 -6.151 -5.276  C96 1.759
100 H 6.155 -7.054 -7.430  C96 1.083
101 C 11.650 -7.767 -7.626  Cl102 1.762, Cl103 1.765, Cl104 1.766, H105 1.082
102 Cl 11.571 -8.926 -6.300  C101 1.762
103 Cl 12.958 -6.610 -7.375  C101 1.765
104 Cl 11.833 -8.595 -9.175  C101 1.766
105 H 10.717 -7.222 -7.647  C101 1.082
106 C -0.637 5.030 5.537  Cl107 1.768, Cl108 1.771, Cl109 1.756, H110 1.084
107 Cl 0.712 5.362 6.631  C106 1.768
108 Cl -2.169 5.478 6.303  C106 1.771
109 Cl -0.436 5.872 4.009  C106 1.756
110 H -0.659 3.966 5.330  C106 1.084